The following is a DFT calculation (wB97M-V/def2-TZVPD) of the molecule CH5N2O2PS.

* F_max: 4.65 eV Å⁻¹
* relative energy (zero: lowest compared OMol25 entry of this formula, charge and spin): 0.000 eV
* SMILES string: OP(O)(=S)N1CN1
* HOMO energy: -9.052 eV

Each atom is followed by the atoms it is bonded to, with distances in Å.
Geometry (Å):
1 O -1.775 -0.684 -1.281  P2 1.668, H8 0.955
2 P -1.639 0.547 -0.163  O1 1.668, O3 1.566, S4 1.957, N5 1.870
3 O -1.957 1.802 -1.042  P2 1.566, H9 1.004
4 S -2.574 0.546 1.556  P2 1.957
5 N 0.227 0.476 -0.052  P2 1.870, C6 1.427, N7 1.384
6 C 1.038 0.148 1.076  N5 1.427, N7 1.415, H10 1.088, H11 1.087
7 N 0.898 -0.734 -0.021  N5 1.384, C6 1.415, H12 1.049
8 H -1.429 -1.475 -0.872  O1 0.955
9 H -1.161 1.694 -1.646  O3 1.004
10 H 0.395 0.037 1.947  C6 1.088
11 H 1.994 0.664 1.075  C6 1.087
12 H 1.788 -0.605 -0.561  N7 1.049